# 1
14
Properties=species:S:1:pos:R:3 method="wB97M-V/def2-TZVPD" de_lowest_ev=3.783 spin_multiplicity=1 gap_ev=9.35 charge=0 smiles="O/C=C1/CN1.C=O"
O -0.7034 2.0714 -0.5288
C -1.3115 0.8628 -0.5212
C -0.9286 -0.2170 0.1419
C -1.0151 -1.6104 0.4946
N 0.1298 -0.7550 0.9213
H 0.2032 1.9954 -0.1683
H -2.2171 0.8479 -1.1192
H -0.7458 -2.3767 -0.2283
H -1.7222 -1.9228 1.2602
H 0.0375 -0.4908 1.9031
C 2.0604 0.3836 -0.5359
O 2.0016 1.4596 0.0203
H 1.3666 0.1036 -1.3499
H 2.8446 -0.3514 -0.2897


# 2
19
Properties=species:S:1:pos:R:3 method="wB97M-V/def2-TZVPD" spin_multiplicity=8 gap_ev="6.41 / 6.63" s_squared=15.76 charge=+2
C 3.4165 -0.0523 0.6599
O 1.9684 -0.1817 0.8874
C 1.1888 -0.0056 -0.3479
O 1.4784 -0.8607 -1.3667
N 0.1416 1.0641 -0.5941
C -0.9292 1.0892 0.4772
P -2.5102 0.0774 0.0273
O -3.4012 0.9850 -0.9470
O -2.0123 -1.3200 -0.9152
O -3.4454 -0.4324 1.4049
H 3.7703 0.8938 1.2784
H 4.0296 -0.9702 1.0925
H 3.7309 0.0963 -0.4599
H -0.3372 0.8256 -1.5041
H -0.5341 0.8314 1.5620
H -1.2966 2.2231 0.5449
H -2.7643 -1.9723 -0.7982
H -3.8469 0.3353 1.9085
Eu 1.3531 -2.6258 -2.9100


# 3
11
Properties=species:S:1:pos:R:3 method="wB97M-V/def2-TZVPD" de_lowest_ev=4.654 spin_multiplicity=1 gap_ev=7.41 charge=0
O 0.3359 -1.1566 0.8597
C -1.0090 -0.2719 -0.2877
C -0.4203 1.0016 -0.6682
C 0.9565 1.0554 0.0876
C 1.2692 -0.0218 0.7728
H 0.7401 -1.9303 0.4193
H -1.0419 -1.1027 -0.9892
H -1.7398 -0.3211 0.5150
H -0.2287 1.0916 -1.7427
H -1.0176 1.8594 -0.3412
H 2.1554 -0.2034 1.3746